13 unconnected molecules or ions with the total composition C92H168Cl3N13 in a non-equilibrium geometry. Source: the OMol25 dataset; level of theory: wB97M-V/def2-TZVPD.

Each line ends with the Löwdin charge.
Cartesian coordinates (Å):
C -23.85 31.00 16.64  0.034
N -24.77 30.59 17.75  -0.066
C -25.53 31.48 18.35  0.039
C -26.45 31.14 19.36  0.093
C -26.30 29.86 19.87  -0.140
C -25.33 28.96 19.32  0.054
C -24.72 29.30 18.16  -0.025
C -27.16 29.44 20.99  -0.164
C -28.07 28.39 20.83  0.031
C -28.89 28.07 21.88  0.029
N -28.85 28.87 23.02  -0.056
C -27.94 29.82 23.21  0.055
C -27.09 30.14 22.17  0.065
C -29.81 28.54 24.15  0.074
H -22.83 30.75 16.89  0.085
H -24.03 32.07 16.46  0.118
H -24.14 30.44 15.77  0.042
H -25.40 32.52 18.02  0.170
H -27.18 31.82 19.82  0.159
H -25.22 27.98 19.74  0.126
H -23.99 28.68 17.62  0.069
H -28.06 27.83 19.89  0.129
H -29.65 27.29 21.88  0.141
H -27.94 30.36 24.16  0.177
H -26.30 30.88 22.26  0.156
H -29.19 28.34 25.04  0.125
H -30.30 27.62 23.85  0.098
H -30.47 29.39 24.37  0.134
C -17.80 20.07 6.27  0.069
N -18.84 19.71 7.29  -0.063
C -19.57 18.57 7.15  0.034
C -20.62 18.27 7.98  0.039
C -21.06 19.19 8.96  -0.075
C -20.33 20.40 9.11  0.017
C -19.25 20.58 8.27  0.005
C -22.33 18.89 9.81  -0.058
C -22.59 19.31 11.14  0.005
C -23.75 18.92 11.76  -0.009
N -24.65 18.12 11.15  -0.087
C -24.44 17.66 9.91  0.024
C -23.32 18.10 9.20  0.044
C -25.91 17.76 11.83  0.042
H -16.98 20.49 6.86  0.110
H -18.26 20.81 5.60  0.124
H -17.44 19.21 5.67  0.129
H -19.15 17.94 6.37  0.165
H -21.06 17.27 7.97  0.143
H -20.51 21.13 9.90  -0.006
H -18.62 21.48 8.30  0.144
H -21.86 19.88 11.70  0.003
H -23.88 19.21 12.79  0.133
H -25.11 16.94 9.45  0.169
H -23.26 17.69 8.20  0.135
H -25.89 16.76 12.28  0.124
H -26.64 17.74 11.01  0.116
H -26.12 18.53 12.54  0.078
C -28.69 23.76 20.72  0.062
N -27.35 23.10 20.85  -0.082
C -27.14 22.15 21.76  0.040
C -25.89 21.54 21.88  0.062
C -24.88 21.83 20.97  -0.087
C -25.14 22.88 20.04  0.047
C -26.36 23.49 20.02  -0.025
C -23.63 20.96 20.91  -0.089
C -22.46 21.46 20.32  -0.045
C -21.28 20.72 20.43  -0.075
N -21.25 19.49 21.03  -0.043
C -22.40 18.97 21.56  -0.013
C -23.54 19.68 21.60  0.027
C -19.88 18.90 21.28  0.059
H -29.37 23.29 21.41  0.110
H -28.99 23.51 19.70  0.104
H -28.61 24.85 20.88  0.103
H -27.95 21.86 22.42  0.165
H -25.73 20.81 22.64  0.126
H -24.35 23.24 19.37  0.110
H -26.58 24.27 19.32  0.132
H -22.42 22.44 19.88  0.035
H -20.35 21.13 20.16  0.023
H -22.32 18.03 22.07  0.148
H -24.45 19.17 22.01  0.139
H -19.55 19.33 22.24  0.129
H -19.21 19.28 20.51  0.107
H -19.84 17.80 21.37  0.113
C -28.23 24.98 11.79  -0.093
C -27.58 26.07 12.65  -0.225
C -27.28 27.31 11.79  -0.127
N -26.66 28.47 12.52  -0.273
C -26.27 29.48 11.48  0.034
C -25.41 28.09 13.31  -0.130
C -25.91 27.96 14.74  -0.208
C -26.81 29.23 14.86  -0.114
C -27.62 29.06 13.55  -0.065
H -29.16 25.35 11.32  0.105
H -28.45 24.09 12.37  0.070
H -27.57 24.70 10.95  0.056
H -26.59 25.70 13.04  0.102
H -28.29 26.24 13.49  0.119
H -28.17 27.67 11.30  0.145
H -26.61 27.07 10.96  0.136
H -25.62 28.99 10.76  0.120
H -25.77 30.30 12.00  0.120
H -27.22 29.81 11.01  0.135
H -24.64 28.87 13.24  0.122
H -24.99 27.14 12.91  0.130
H -25.00 28.01 15.31  -0.043
H -26.49 27.03 14.92  0.112
H -26.17 30.13 14.89  0.110
H -27.44 29.17 15.74  0.112
H -28.10 29.92 13.08  0.153
H -28.35 28.32 13.84  0.119
C -22.14 19.89 15.96  -0.062
C -22.55 21.44 16.11  -0.230
C -22.48 22.30 14.87  -0.174
N -22.56 23.82 15.05  -0.254
C -22.18 24.36 13.71  -0.070
C -21.62 24.41 16.08  -0.152
C -22.34 24.66 17.39  -0.219
C -23.74 25.06 16.90  -0.162
C -23.91 24.21 15.59  -0.084
H -21.94 19.49 16.96  0.057
H -21.27 19.72 15.33  0.072
H -22.99 19.31 15.52  0.050
H -21.84 21.86 16.81  -0.040
H -23.54 21.41 16.56  0.077
H -23.27 22.16 14.13  0.110
H -21.56 22.18 14.25  0.018
H -21.11 24.12 13.66  0.061
H -22.28 25.46 13.83  0.073
H -22.76 23.91 12.90  0.072
H -21.37 25.36 15.65  0.080
H -20.71 23.81 16.18  0.111
H -21.85 25.54 17.82  0.112
H -22.28 23.79 18.04  -0.033
H -23.81 26.16 16.76  0.015
H -24.55 24.71 17.56  0.079
H -24.48 24.72 14.83  0.113
H -24.44 23.27 15.82  0.110
C -20.43 25.94 11.35  -0.116
C -19.02 25.72 11.94  -0.198
C -18.20 24.95 10.86  -0.105
N -16.71 25.13 11.02  -0.297
C -16.29 26.51 10.70  0.018
C -16.08 24.13 10.05  -0.075
C -16.07 22.77 10.76  -0.123
C -16.33 23.10 12.26  -0.126
C -16.15 24.64 12.35  -0.060
H -20.89 24.99 11.00  0.062
H -20.43 26.66 10.52  0.092
H -21.03 26.39 12.15  0.061
H -19.08 25.14 12.89  0.106
H -18.74 26.76 12.20  0.120
H -18.31 25.28 9.82  0.142
H -18.27 23.86 10.88  0.107
H -16.76 26.87 9.79  0.121
H -15.23 26.59 10.55  0.119
H -16.60 27.20 11.47  0.105
H -15.08 24.50 9.84  0.143
H -16.67 24.18 9.16  0.125
H -15.15 22.17 10.67  0.133
H -16.87 22.12 10.39  0.096
H -15.65 22.53 12.90  0.129
H -17.32 22.75 12.52  0.093
H -15.07 24.83 12.33  0.154
H -16.65 25.16 13.16  0.128
C -27.25 16.15 20.58  -0.056
C -27.27 16.59 19.06  -0.199
C -27.16 18.11 18.98  -0.118
N -27.24 18.73 17.56  -0.261
C -26.24 18.10 16.67  0.009
C -26.78 20.14 17.70  -0.155
C -28.03 21.00 17.51  -0.137
C -28.72 20.21 16.35  -0.122
C -28.60 18.80 16.92  -0.091
H -26.37 16.59 21.10  0.074
H -27.15 15.06 20.65  0.099
H -28.13 16.44 21.18  0.090
H -28.16 16.28 18.52  0.125
H -26.42 16.11 18.60  0.100
H -26.20 18.48 19.39  0.123
H -27.95 18.59 19.55  0.139
H -26.45 17.03 16.64  0.112
H -25.22 18.30 17.06  0.121
H -26.37 18.54 15.66  0.110
H -26.13 20.38 16.85  0.121
H -26.22 20.29 18.62  0.113
H -27.77 22.06 17.36  0.117
H -28.73 20.93 18.37  0.121
H -28.14 20.30 15.42  0.111
H -29.77 20.46 16.12  0.146
H -28.80 18.01 16.16  0.161
H -29.36 18.68 17.69  0.150
C -18.83 26.67 17.73  -0.071
C -19.11 28.21 17.68  -0.211
C -17.99 28.91 16.95  -0.167
N -18.10 30.38 16.90  -0.315
C -17.83 31.01 18.19  0.033
C -19.33 30.87 16.25  -0.101
C -18.97 32.20 15.51  -0.108
C -17.42 32.23 15.47  -0.114
C -17.01 30.80 15.90  -0.058
H -18.78 26.24 16.72  0.076
H -19.59 26.17 18.31  0.054
H -17.89 26.53 18.24  0.081
H -19.23 28.63 18.71  0.124
H -20.08 28.34 17.16  0.074
H -17.88 28.61 15.91  0.127
H -17.04 28.72 17.42  0.147
H -17.89 32.10 18.03  0.131
H -16.82 30.83 18.53  0.129
H -18.55 30.76 18.95  0.107
H -20.03 30.97 17.09  0.129
H -19.71 30.10 15.54  0.134
H -19.37 33.09 15.96  0.116
H -19.34 32.17 14.50  0.107
H -17.08 33.09 16.03  0.126
H -17.01 32.42 14.47  0.132
H -16.08 30.72 16.46  0.143
H -16.98 30.07 15.09  0.135
C -24.02 23.03 10.17  -0.101
C -25.36 22.45 9.68  -0.241
C -25.88 23.23 8.51  -0.152
N -27.05 22.65 7.78  -0.282
C -28.16 22.31 8.66  0.015
C -26.70 21.37 6.98  -0.068
C -27.70 21.36 5.82  -0.115
C -28.25 22.78 5.66  -0.117
C -27.49 23.61 6.69  -0.089
H -23.53 22.43 10.96  0.023
H -24.12 24.06 10.58  0.077
H -23.30 23.09 9.32  0.095
H -26.11 22.41 10.49  0.105
H -25.23 21.43 9.35  0.095
H -25.11 23.35 7.74  0.143
H -26.14 24.24 8.80  0.128
H -28.93 21.95 8.00  0.117
H -28.58 23.13 9.23  0.110
H -27.85 21.50 9.32  0.106
H -26.76 20.52 7.67  0.125
H -25.66 21.46 6.67  0.134
H -28.46 20.60 5.88  0.125
H -27.15 21.12 4.89  0.140
H -29.33 22.92 5.79  0.135
H -28.05 23.17 4.68  0.127
H -28.03 24.46 7.14  0.153
H -26.58 24.03 6.25  0.145
C -18.95 10.46 19.84  -0.079
C -18.75 11.34 18.60  -0.226
C -18.90 12.80 19.06  -0.112
N -18.92 13.92 17.96  -0.301
C -17.64 13.92 17.22  0.038
C -19.03 15.26 18.61  -0.116
C -19.75 16.09 17.55  -0.143
C -20.27 15.12 16.40  -0.114
C -20.08 13.73 17.06  -0.101
H -18.26 10.69 20.65  0.091
H -18.71 9.46 19.49  0.094
H -19.98 10.44 20.26  0.098
H -19.54 11.08 17.85  0.125
H -17.74 11.17 18.21  0.121
H -17.97 12.97 19.62  0.147
H -19.75 12.84 19.71  0.123
H -17.58 14.78 16.56  0.115
H -17.69 12.99 16.64  0.120
H -16.84 13.91 17.96  0.131
H -18.03 15.55 18.94  0.148
H -19.71 15.21 19.46  0.127
H -19.22 16.94 17.15  0.105
H -20.67 16.45 18.01  0.093
H -19.80 15.12 15.40  0.123
H -21.33 15.39 16.33  0.099
H -19.87 12.92 16.36  0.142
H -20.94 13.45 17.69  0.149
Cl -20.67 22.49 18.48  0.167
Cl -22.74 27.96 15.49  -0.115
Cl -20.91 21.96 12.05  -0.046

Highest occupied orbital energy   -0.868 Eh
Net charge   +10